Record 1
15
Properties=species:S:1:pos:R:3:forces:R:3 method="wB97M-V/def2-TZVPD" total_charge=0 orbital_gap_ev=9.426 e_above_lowest_kj_mol=116.0 e_lumo_ev=1.0 smiles="C=C.CSC"
C 2.596 -0.447 0.605 -0.8478 2.6308 -0.3144
C 2.511 0.330 -0.501 0.2892 -1.4175 1.0602
H 2.931 -1.451 0.567 0.3606 -0.7123 0.0568
H 2.290 -0.004 1.597 0.3190 -0.7835 -1.1974
H 2.835 -0.016 -1.484 -0.1431 -0.0454 0.2621
H 2.097 1.320 -0.464 0.0414 0.3703 0.1198
C -1.049 0.017 -1.482 -0.9687 0.4325 0.1710
S -1.320 -0.589 0.201 0.0111 0.0915 0.0460
C -1.155 0.996 1.087 -1.4084 -1.3677 0.1581
H -1.909 0.635 -1.824 0.6354 -0.1796 0.3220
H -0.125 0.589 -1.483 0.0690 -0.0287 -0.3263
H -1.016 -0.831 -2.155 0.3125 -0.1652 -0.0028
H -1.215 0.750 2.158 -0.0697 0.2880 -0.3804
H -1.963 1.646 0.764 -0.0458 0.1829 0.2610
H -0.226 1.419 0.858 1.4452 0.7038 -0.2357

---

Record 2
15
Properties=species:S:1:pos:R:3:forces:R:3 method="wB97M-V/def2-TZVPD" total_charge=0 orbital_gap_ev=9.444 e_above_lowest_kj_mol=171.2 e_lumo_ev=1.1 smiles="C=C.CSC"
C -1.769 0.863 -1.820 0.7461 -0.8609 -1.4886
C -1.600 0.383 -3.051 1.1646 -0.3893 -0.5325
H -2.060 0.170 -1.044 -0.6187 0.6917 0.3501
H -1.333 1.845 -1.720 -0.1578 0.0541 1.0004
H -1.838 -0.597 -3.457 -0.4292 -0.1369 0.6731
H -0.891 0.858 -3.735 -0.7237 0.6455 -0.0421
C 0.475 0.467 2.645 -0.7691 0.1458 -1.8870
S 0.020 -0.453 1.091 0.2667 0.1050 0.1216
C 1.603 -1.228 0.682 0.2170 -0.9269 0.5872
H 0.382 1.480 2.269 0.4760 0.3806 0.5232
H -0.318 0.333 3.369 0.3418 -0.3935 0.3951
H 1.494 0.216 2.912 -0.1301 -0.0176 0.4533
H 1.646 -2.142 1.276 0.2318 -0.0476 -0.0417
H 2.487 -0.648 0.939 -0.1864 0.3910 -0.0592
H 1.703 -1.548 -0.356 -0.4288 0.3590 -0.0528

---

Record 3
15
Properties=species:S:1:pos:R:3:forces:R:3 method="wB97M-V/def2-TZVPD" total_charge=0 orbital_gap_ev="7.518 / 6.053" e_above_lowest_kj_mol=650.5 e_lumo_ev="0.1 / -1.0"
C 1.284 0.540 1.432 -0.8509 -0.1376 -0.1134
C 1.522 -1.452 -0.454 -0.5090 0.1196 -0.0744
C 0.646 1.117 -1.162 -0.2322 -0.2080 0.4107
C -2.772 -0.355 0.244 0.0209 0.0348 -0.1182
S 0.489 -0.201 0.115 1.3593 0.3913 -0.2739
H 0.893 1.523 1.656 0.1452 0.2035 -0.1250
H 1.371 -0.108 2.291 0.1118 -0.1711 0.0378
H 0.970 -2.178 -1.032 -0.2445 -0.1434 -0.1186
H 2.077 -1.898 0.359 0.2364 0.0756 0.1831
H 1.686 1.173 -1.465 0.0634 -0.1379 0.0905
H 0.006 0.852 -1.999 -0.0174 -0.0742 -0.0028
H 0.318 2.051 -0.715 -0.1325 0.0709 0.0297
H -2.855 -1.217 -0.380 0.0044 -0.3425 -0.2118
H -2.773 -0.463 1.305 0.0576 -0.0399 0.4131
H -2.863 0.616 -0.193 -0.0125 0.3591 -0.1269

---

Record 4
15
Properties=species:S:1:pos:R:3:forces:R:3 method="wB97M-V/def2-TZVPD" total_charge=0 orbital_gap_ev=9.542 e_above_lowest_kj_mol=90.7 e_lumo_ev=1.1 smiles=CCCSC
C -1.947 -0.940 0.795 0.4122 2.6022 0.7085
C -1.478 0.345 0.076 -0.3770 2.2717 1.0583
C -0.077 0.263 -0.573 -0.7261 -1.6941 -1.8871
S 1.286 -0.049 0.602 0.2284 0.1796 0.3785
C 2.914 0.350 -0.245 -2.4891 -1.2864 -2.2394
H -1.931 -1.854 0.309 0.8915 -1.6847 -1.3819
H -2.984 -0.793 0.921 -1.3359 0.2330 0.7770
H -1.456 -0.978 1.762 -0.0275 -0.3988 0.1146
H -2.298 0.732 -0.610 1.3364 -0.8436 0.0766
H -1.506 1.226 0.845 0.2983 -1.6308 -0.9277
H -0.258 -0.639 -1.291 0.9953 1.3746 0.9679
H 0.234 1.114 -1.190 -0.4983 -0.0020 0.2040
H 2.676 0.616 -1.325 0.3102 -0.7020 1.1438
H 3.447 -0.611 -0.192 0.2694 0.8351 -0.0823
H 3.379 1.220 0.116 0.7120 0.7461 1.0892

---

Record 5
16
Properties=species:S:1:pos:R:3:forces:R:3 method="wB97M-V/def2-TZVPD" total_charge=0 orbital_gap_ev=9.044 e_above_lowest_kj_mol=143.1 e_lumo_ev=0.5 smiles="C=CC.CSS"
C 2.946 0.111 -0.808 -0.7222 0.2365 0.1398
C 1.887 0.562 -0.139 0.6505 0.7115 0.2730
C 1.803 0.697 1.348 0.0945 0.6400 0.0482
H 2.810 -0.034 -1.869 0.5696 0.2557 -0.2282
H 3.900 -0.055 -0.325 -0.0788 -0.6324 -0.0207
H 1.109 1.076 -0.689 -0.3649 -0.6248 -0.1162
H 0.901 0.266 1.782 -0.0127 -0.3761 -0.1559
H 2.686 0.284 1.834 -0.0681 -0.0394 0.0883
H 1.707 1.755 1.614 0.2204 0.0322 0.0166
C -1.054 -1.819 0.689 0.3906 -0.2731 0.1316
S -0.976 -0.751 -0.773 -0.7012 0.2659 0.5167
S -1.743 0.997 0.077 0.2495 -0.1517 -0.4689
H -0.078 -1.812 1.173 0.0204 -0.2119 -0.0804
H -1.313 -2.826 0.365 0.1078 -0.0509 -0.0081
H -1.773 -1.504 1.438 -0.2815 0.2381 -0.2687
H -2.793 1.110 -0.752 -0.0738 -0.0197 0.1329

---

Record 6
16
Properties=species:S:1:pos:R:3:forces:R:3 method="wB97M-V/def2-TZVPD" total_charge=0 orbital_gap_ev=9.473 e_above_lowest_kj_mol=153.7 e_lumo_ev=1.0 smiles=CSCCSC
C -0.599 2.890 1.161 -1.7884 1.1536 0.2726
S -0.472 2.298 -0.561 0.8148 0.0649 0.7124
C 0.685 0.858 -0.461 0.3384 0.2787 -1.5089
C -0.065 -0.433 -0.484 -3.4617 0.8072 -0.7317
S 1.053 -1.698 -0.869 0.3860 -1.5495 0.6741
C 0.198 -3.235 -0.367 0.2143 0.4187 -4.2110
H -1.280 2.219 1.750 1.0288 0.5779 -0.2800
H -1.114 3.915 1.160 0.3179 -1.4892 -0.4980
H 0.323 3.182 1.653 0.3747 -0.7844 -0.0343
H 1.342 0.766 0.416 0.0476 0.9306 -0.3537
H 1.267 0.877 -1.449 -0.3471 0.3550 1.5803
H -0.805 -0.455 -1.321 0.3915 0.4918 0.4303
H -0.761 -0.446 0.391 1.0408 -0.7679 -0.0717
H 1.069 -3.809 -0.425 0.9457 -1.7016 0.7260
H -0.519 -3.705 -1.091 0.6176 0.8962 0.0323
H -0.322 -3.226 0.498 -0.9209 0.3180 3.2612

---

Record 7
16
Properties=species:S:1:pos:R:3:forces:R:3 method="wB97M-V/def2-TZVPD" total_charge=0 orbital_gap_ev=8.445 e_above_lowest_kj_mol=118.9 e_lumo_ev=0.7 smiles=CCSSCC
C 3.031 1.075 0.657 0.4625 -1.1483 -1.1771
C 1.542 1.312 0.982 -0.6356 -1.8265 1.6645
S 0.368 -0.192 0.853 0.5314 1.1254 -0.4743
S -0.818 0.549 -0.720 -0.2149 -0.9993 0.3026
C -1.456 -1.062 -1.425 1.0631 0.4336 1.3179
C -2.326 -1.947 -0.475 1.7164 0.7897 -1.8861
H 3.608 1.082 1.606 -0.1161 0.8238 -0.7971
H 3.377 0.031 0.239 -1.3896 1.8960 0.4229
H 3.259 1.849 -0.133 0.6185 -0.8168 1.1983
H 1.441 1.506 2.074 0.1257 0.1512 -0.7863
H 1.041 2.129 0.473 0.2426 -0.0111 -0.2801
H -0.540 -1.554 -1.830 -1.0543 0.1217 0.0125
H -2.114 -0.628 -2.164 0.0155 -0.3022 -0.6568
H -2.898 -2.531 -1.158 -0.7345 -0.7675 -0.1029
H -1.807 -2.551 0.222 0.9386 -0.7410 0.3443
H -2.912 -1.323 0.106 -1.5694 1.2713 0.8978

---

Record 8
17
Properties=species:S:1:pos:R:3:forces:R:3 method="wB97M-V/def2-TZVPD" total_charge=0 orbital_gap_ev=9.479 e_above_lowest_kj_mol=180.7 e_lumo_ev=0.6 smiles=CC(C)C(S)(S)S
C -0.906 -1.425 -0.147 -0.5537 0.6927 -1.3373
C -0.363 -0.066 -0.544 2.7066 0.2051 1.2519
C -1.406 0.987 -1.035 3.9856 3.3314 1.1251
C 0.883 0.421 0.716 -1.7848 0.4635 -1.9042
S 1.376 2.202 0.348 0.0931 -0.6781 0.2910
S 2.366 -0.556 0.582 0.7160 0.3316 -0.5245
S 0.178 0.126 2.336 -0.0884 0.1669 0.9163
H -1.563 -1.314 0.692 -0.3867 -0.4417 0.4557
H -0.171 -2.197 -0.032 0.6349 -0.1523 0.7189
H -1.430 -1.809 -1.027 -0.5595 0.1528 0.1155
H 0.389 -0.240 -1.326 -0.3642 0.2257 -0.0796
H -2.320 0.557 -1.218 -2.0559 -1.0964 -0.8192
H -0.903 1.525 -1.951 -1.4792 -1.0524 1.6208
H -1.600 1.855 -0.266 0.4725 -1.7086 -1.2483
H 2.502 1.924 -0.364 -0.5366 -0.0136 0.2488
H 1.695 -1.620 0.222 -0.1615 -0.9480 -0.1404
H 1.273 -0.370 3.013 -0.6382 0.5215 -0.6907